Record 1
Entry from the Open Molecules 2025 dataset: C17H23N9O as an isolated structure at a distorted geometry (the ωB97M-V functional and the def2-TZVPD basis).

Each line ends with the Mulliken charge.
CARTESIAN COORDINATES (ANGSTROEM)
N1 -0.249 -1.497 0.229  -1.1831
N2 0.044 -2.962 2.011  -0.4669
N3 -1.230 0.879 2.906  -0.5023
N4 -1.890 2.944 1.976  -0.6217
O1 1.515 -4.271 -2.788  -0.4226
C1 0.091 -2.691 0.662  0.1971
C2 -0.337 -1.831 2.439  0.2009
C3 -1.627 2.147 2.996  -0.5652
C4 -1.062 0.393 1.647  0.6305
C5 -1.743 2.401 0.805  -0.2679
C6 -1.324 1.183 0.544  0.3947
C7 2.590 -7.176 -0.626  -0.8279
C8 2.090 -6.731 0.615  -0.5768
C9 2.394 -6.336 -1.733  -0.1823
C10 1.411 -5.481 0.705  -0.6235
C11 1.681 -5.105 -1.673  0.8728
C12 1.147 -4.679 -0.435  0.2109
N5 -0.381 -1.724 3.782  -0.4374
N6 0.428 -3.468 -0.390  -0.1080
N7 -0.534 -0.890 1.448  0.7324
N8 -1.966 3.306 -0.194  -0.1179
N9 -1.054 5.923 -0.133  0.1483
C13 2.160 -4.603 -4.017  -0.8480
C14 -0.324 6.854 0.746  -1.0398
C15 -2.018 6.642 -0.976  -1.1191
C16 -1.010 3.650 -1.268  -0.7478
C17 -0.220 4.919 -0.860  -0.8055
H1 -1.888 2.557 3.974  0.3892
H2 -1.098 0.857 -0.423  0.5821
H3 3.075 -8.148 -0.682  0.3636
H4 2.161 -7.342 1.524  0.3318
H5 2.867 -6.725 -2.664  0.2580
H6 0.957 -5.181 1.640  0.4252
H7 -0.905 -0.908 4.074  0.3054
H8 -0.534 -2.527 4.341  0.2742
H9 0.417 -2.960 -1.268  0.3126
H10 -2.289 4.189 0.254  0.4342
H11 2.064 -3.820 -4.766  0.2459
H12 1.686 -5.525 -4.423  0.3342
H13 3.205 -4.756 -3.876  0.3596
H14 -1.055 7.461 1.325  0.2948
H15 0.243 7.584 0.188  0.3711
H16 0.345 6.366 1.469  0.2899
H17 -2.613 5.960 -1.602  0.2970
H18 -2.687 7.203 -0.361  0.3463
H19 -1.483 7.378 -1.593  0.3684
H20 -0.328 2.832 -1.461  0.4145
H21 -1.627 3.830 -2.198  0.2618
H22 0.566 4.584 -0.169  0.4111
H23 0.338 5.299 -1.726  0.4054

Output
* charge: 0
* Kohn-Sham gap: 8.246 eV
* largest force on an atom: 0.086 Eh/bohr


Record 2
Entry from the Open Molecules 2025 dataset: C17H23NO5 as an isolated structure at a distorted geometry (the ωB97M-V functional and the def2-TZVPD basis).

Each line ends with the Mulliken charge.
CARTESIAN COORDINATES (ANGSTROEM)
C1 -0.435 2.831 0.309  -1.0356
C2 -0.136 2.769 -1.308  -0.4732
C3 -1.359 2.697 -2.138  -0.9754
C4 -2.195 1.600 -2.031  -1.1027
H1 -2.429 1.566 -1.129  0.8003
H2 -3.100 1.869 -2.549  0.2340
C5 -1.564 0.520 -2.345  -0.3484
C6 -0.567 -0.348 -1.369  0.9248
O1 -0.961 -0.363 -0.184  -0.6435
N1 0.472 -0.867 -1.767  -0.1677
H3 0.707 -1.126 -2.558  -0.0347
C7 1.417 -1.824 -0.807  -0.5568
C8 1.468 -1.019 0.331  0.9423
C9 0.990 -1.781 1.750  -0.6316
C10 1.301 -1.060 2.839  -0.9859
C11 1.760 0.243 3.007  0.7110
C12 2.165 0.852 1.636  0.5111
C13 2.037 0.173 0.550  -0.3748
H4 2.449 0.394 -0.460  0.2742
O2 2.796 1.930 2.082  -0.4001
C14 2.851 2.137 3.335  -0.3132
O3 2.102 1.003 4.160  -0.5218
H5 3.746 2.167 3.890  0.3368
H6 2.066 3.040 3.741  0.2103
H7 1.087 -1.676 3.781  0.1736
H8 0.456 -2.709 1.654  0.4169
H9 2.206 -1.721 -1.408  0.7563
C15 0.674 -3.365 -0.829  -1.8875
C16 -0.926 -3.044 -0.669  1.0294
O4 -1.675 -2.871 -1.708  -0.6553
O5 -1.257 -3.478 0.480  -0.2664
C17 -2.587 -3.119 0.625  -0.7630
H10 -2.906 -2.109 0.689  0.2606
H11 -3.301 -3.509 -0.139  0.3374
H12 -2.918 -3.475 1.666  0.2940
H13 0.863 -3.856 -1.729  0.5652
H14 1.168 -3.848 -0.178  0.7018
H15 -2.395 -0.380 -2.581  0.0122
H16 -0.799 0.536 -3.243  0.1397
H17 -0.995 2.967 -2.922  0.5475
H18 -2.106 3.770 -1.776  0.2418
H19 0.458 3.776 -1.188  0.4282
H20 0.575 2.056 -1.393  0.3437
H21 0.561 3.127 0.821  0.0989
H22 -0.885 3.652 0.598  0.6493
H23 -0.880 1.872 0.460  0.1962

Output
* charge: 0
* Kohn-Sham gap: 7.653 eV
* largest force on an atom: 0.326 Eh/bohr


Record 3
Entry from the Open Molecules 2025 dataset: one molecule with the formula C17H23NO7 at a distorted geometry (the ωB97M-V functional and the def2-TZVPD basis).

Each line ends with the Mulliken charge.
CARTESIAN COORDINATES (ANGSTROEM)
C1 -3.883 -2.210 -4.431  -1.2147
C2 -3.791 -1.730 -2.996  -0.2501
H1 -3.766 -2.568 -2.291  0.3114
H2 -4.639 -1.088 -2.734  0.3100
O1 -2.584 -0.972 -2.851  -0.2088
C3 -2.219 -0.653 -1.613  0.1808
O2 -2.822 -0.967 -0.623  -0.6034
C4 -0.923 0.150 -1.629  0.5660
C5 -0.621 0.709 -0.235  -0.8009
C6 0.772 1.330 -0.164  -0.3491
C7 1.061 1.989 1.185  -1.1329
C8 1.222 0.980 2.318  -0.6415
H3 1.376 1.510 3.267  0.4952
H4 0.328 0.352 2.406  0.4356
O3 2.354 0.178 2.025  -0.2385
C9 2.722 -0.796 2.873  0.4139
C10 2.066 -1.110 4.067  -0.0849
C11 2.537 -2.132 4.863  -0.6038
C12 3.663 -2.851 4.480  -0.1770
C13 4.324 -2.549 3.291  -0.2972
C14 3.856 -1.532 2.498  -0.5721
H5 4.347 -1.273 1.573  0.4222
H6 5.196 -3.122 3.014  0.4542
N1 4.147 -3.910 5.314  1.0048
O4 5.131 -4.518 4.943  -0.6290
O5 3.546 -4.139 6.345  -0.6218
H7 2.042 -2.386 5.788  0.4409
H8 1.192 -0.562 4.379  0.4117
H9 0.254 2.675 1.447  0.4799
H10 1.987 2.561 1.108  0.3377
H11 0.867 2.084 -0.947  0.3738
H12 1.526 0.564 -0.350  0.3400
H13 -1.380 1.455 0.012  0.2870
H14 -0.718 -0.111 0.477  0.2826
C15 -1.048 1.268 -2.655  0.0027
O6 -0.264 1.478 -3.539  -0.6046
O7 -2.148 1.985 -2.428  -0.2609
C16 -2.391 3.098 -3.293  -0.2880
C17 -1.620 4.329 -2.839  -1.1488
H15 -1.878 5.173 -3.471  0.4054
H16 -0.551 4.148 -2.916  0.3015
H17 -1.867 4.569 -1.808  0.2901
H18 -3.468 3.266 -3.242  0.3212
H19 -2.102 2.823 -4.312  0.3499
H20 -0.114 -0.510 -1.960  0.4898
H21 -3.885 -1.362 -5.110  0.3156
H22 -3.033 -2.843 -4.671  0.3054
H23 -4.799 -2.778 -4.568  0.3984

Output
* SMILES string: CCOC(=O)C(CCCCOc1ccc([N+](=O)[O-])cc1)C(=O)OCC
* charge: 0
* Kohn-Sham gap: 9.008 eV
* largest force on an atom: 0.026 Eh/bohr


Record 4
Entry from the Open Molecules 2025 dataset: C17H24BKN3O5 as an isolated structure at a distorted geometry (the ωB97M-V functional and the def2-TZVPD basis).

Each line ends with the Mulliken charge.
CARTESIAN COORDINATES (ANGSTROEM)
C1 2.922 5.131 -2.502  -0.5824
C2 3.280 3.800 -1.869  -0.3802
C3 1.970 2.890 -1.367  0.0668
N1 1.516 3.112 0.049  -0.5629
C4 0.318 2.236 0.284  0.4589
C5 -0.366 2.321 1.808  -0.5299
C6 -1.685 1.471 2.282  0.8146
C7 -2.316 1.609 3.820  -0.4486
C8 -1.102 1.935 4.910  -0.4287
O1 -0.140 0.810 4.785  -0.5191
C9 -2.385 0.478 1.177  0.3285
C10 -3.692 -0.396 1.641  -1.2919
C11 -1.750 0.351 -0.351  0.2719
C12 -2.456 -0.638 -1.491  -0.8753
O2 -2.476 -2.058 -1.107  -0.2976
C13 -1.127 -2.675 -1.236  -0.1668
O3 -1.100 -3.764 -0.204  -0.3635
C14 0.311 -4.151 -0.019  -0.3047
C15 0.408 -5.747 0.469  -0.2903
O4 1.537 -5.815 1.430  -0.6767
C16 -0.391 1.218 -0.768  0.0598
N2 0.145 1.010 -2.156  -0.3175
C17 1.344 1.863 -2.462  0.2377
B1 2.043 1.741 -3.976  0.4557
N3 3.431 1.086 -4.013  -0.6935
O5 1.383 2.181 -5.227  -0.5324
H1 3.657 5.750 -3.174  0.2616
H2 1.811 5.543 -2.360  0.2438
H3 4.394 3.441 -1.775  0.3503
H4 0.120 3.049 2.619  0.0389
H5 -3.197 2.384 3.872  0.3015
H6 -2.736 0.545 4.126  0.2326
H7 -0.586 2.974 4.686  0.2669
H8 -1.603 1.919 5.979  0.2933
H9 0.787 1.223 4.754  0.3316
H10 -3.350 -1.029 2.593  0.2821
H11 -4.001 -1.186 0.824  0.3076
H12 -4.640 0.248 1.905  0.2984
H13 -1.935 -0.574 -2.543  0.2520
H14 -3.552 -0.196 -1.652  0.3379
H15 -0.261 -1.925 -0.995  0.2803
H16 -1.007 -3.102 -2.329  0.2117
H17 0.837 -3.449 0.779  0.2635
H18 0.846 -3.967 -1.059  0.3324
H19 -0.563 -6.041 1.061  0.2598
H20 0.640 -6.429 -0.454  0.2022
H21 2.399 -5.529 0.981  0.3553
H22 3.372 0.060 -3.827  0.2645
H23 4.062 1.475 -3.276  0.2758
H24 1.583 1.505 -5.946  0.3167
K1 3.298 -6.688 1.301  1.0074

Output
* charge: +1
* Kohn-Sham gap: 5.406 eV
* largest force on an atom: 0.231 Eh/bohr